The following is a DFT calculation (ωB97M-V/def2-TZVPD) of a molecular structure, C43H50N8O3PYb at a distorted geometry.

The geometry in ORCA input format:
```
! wB97M-V def2-TZVPD RIJCOSX def2/J DEFGRID3
* xyz 0 2
Yb 0.48 0.62 0.23
C 0.36 5.23 0.89
C 0.85 3.85 1.29
O -1.04 2.62 0.16
C 2.31 3.72 1.10
C 3.08 2.59 1.00
C 4.57 2.73 1.14
N 2.64 1.31 0.81
N 3.63 0.42 0.60
C 3.25 -0.75 0.03
O 2.03 -1.02 -0.26
C 4.36 -1.72 -0.35
C 5.69 -1.32 -0.39
C 6.68 -2.17 -0.91
C 6.34 -3.46 -1.33
C 5.03 -3.90 -1.18
C 4.04 -3.04 -0.73
H -0.73 5.18 0.79
H 0.81 5.48 -0.06
H 0.61 6.04 1.60
H 2.90 4.66 1.21
H 4.80 3.75 1.46
H 5.05 2.47 0.21
H 4.98 2.04 1.91
H 5.92 -0.28 -0.14
H 7.72 -1.81 -1.01
H 7.07 -4.13 -1.78
H 4.76 -4.93 -1.44
H 3.01 -3.36 -0.64
N 1.76 -1.69 -3.09
C 1.45 -0.78 -4.24
C 2.37 0.47 -4.22
C 1.81 1.71 -3.52
N 2.12 1.75 -2.09
C 0.29 1.90 -3.66
C -0.56 0.65 -3.41
N -0.62 0.39 -1.95
C -0.09 -0.55 -4.23
H 2.71 -2.07 -3.24
H 1.08 -2.44 -3.15
H 1.75 -1.26 -2.00
H 1.77 -1.37 -5.12
H 2.42 0.78 -5.27
H 3.40 0.26 -3.91
H 2.25 2.61 -4.01
H 2.14 2.71 -1.75
H 3.08 1.42 -1.96
H 0.13 2.21 -4.68
H -0.02 2.73 -3.03
H -1.58 0.88 -3.79
H -1.24 -0.43 -1.81
H -1.23 1.15 -1.59
H -0.33 -0.31 -5.26
H -0.64 -1.44 -3.98
C -0.49 -3.95 0.29
C -1.98 -4.05 0.12
C -2.50 -5.30 -0.20
C -3.87 -5.49 -0.28
C -4.71 -4.41 -0.06
C -4.19 -3.15 0.21
C -2.82 -2.93 0.31
P -2.22 -1.24 0.80
C -3.51 -0.14 -0.08
C -3.72 -0.49 -1.43
C -4.44 0.31 -2.32
C -5.06 1.47 -1.84
C -4.91 1.79 -0.49
C -4.21 0.98 0.42
C -4.13 1.35 1.87
C -2.29 -1.27 2.61
C -3.53 -1.50 3.18
C -3.69 -1.22 4.51
C -2.68 -0.62 5.33
C -1.42 -0.48 4.82
C -1.19 -0.85 3.46
C 0.07 -0.75 2.95
H -0.09 -4.94 0.04
H -0.18 -3.70 1.31
H -0.05 -3.19 -0.38
H -1.82 -6.14 -0.41
H -4.27 -6.48 -0.55
H -5.78 -4.54 -0.14
H -4.88 -2.32 0.38
H -3.32 -1.44 -1.79
H -4.55 -0.04 -3.34
H -5.66 2.06 -2.52
H -5.33 2.75 -0.12
H -4.31 2.43 1.93
H -3.15 1.14 2.33
H -4.92 0.90 2.46
H -4.35 -1.93 2.57
H -4.66 -1.44 4.97
H -2.93 -0.31 6.35
H -0.59 -0.12 5.40
H 0.40 -1.24 2.00
H 0.85 -0.20 3.50
N -1.20 3.40 2.47
C 0.15 3.40 2.56
O 0.41 2.83 0.28
C 0.78 3.25 3.81
C 2.17 3.06 3.96
N 3.30 2.83 4.14
C -0.03 2.96 4.93
N -0.75 2.58 5.78
H -1.77 3.11 3.26
H -1.41 3.14 1.36
*
```

* gap between HOMO and LUMO (spin up / spin down): 4.81 / 4.17 eV
* expectation value of S²: 0.797
* E_HOMO (spin up / spin down): -5.380 / -5.365 eV
* M: 930.94 g mol⁻¹


The following is a DFT calculation (ωB97M-V/def2-TZVPD) of a molecular structure, CH3FFeO at a distorted geometry.

The geometry in ORCA input format:
```
! wB97M-V def2-TZVPD RIJCOSX def2/J DEFGRID3
* xyz 0 5
F -0.93 -0.24 -1.77
O -0.91 0.01 0.83
Fe -2.14 -0.16 -0.42
C 0.68 0.06 0.31
H 1.54 0.30 0.96
H 0.77 1.04 -0.19
H 0.99 -1.00 0.27
*
```

* gap between HOMO and LUMO (spin up / spin down): 7.87 / 7.86 eV
* expectation value of S²: 6.040
* E_HOMO (spin up / spin down): -9.171 / -9.161 eV
* M: 105.88 g mol⁻¹


The following is a DFT calculation (ωB97M-V/def2-TZVPD) of 2 unconnected molecules or ions with the total composition C5H14N2O at a distorted geometry.

The geometry in ORCA input format:
```
! wB97M-V def2-TZVPD RIJCOSX def2/J DEFGRID3
* xyz 0 1
H 0.60 -1.09 -2.35
N 0.47 -0.08 -2.34
C 0.78 0.47 -1.23
C 0.68 1.96 -1.13
C 1.51 -0.26 -0.12
C 1.37 0.36 1.27
H 0.25 2.35 -2.05
H 0.02 2.22 -0.29
H 1.66 2.39 -0.97
H 1.16 -1.29 -0.10
H 2.57 -0.28 -0.39
H 1.83 -0.28 2.01
H 1.86 1.34 1.32
H 0.32 0.50 1.51
C -1.79 -1.71 1.14
N -2.44 -0.67 0.36
O -1.43 0.16 -0.34
H -1.08 -1.30 1.86
H -1.24 -2.33 0.44
H -2.58 -2.26 1.65
H -2.92 -0.02 0.98
H -1.61 -0.17 -1.23
*
```

* gap between HOMO and LUMO: 10.38 eV
* structure (SMILES): [H]/N=C(/C)CC.CNO
* E_HOMO: -9.447 eV
* M: 118.18 g mol⁻¹


The following is a DFT calculation (ωB97M-V/def2-TZVPD) of 2 unconnected molecules or ions with the total composition C3H7N2O at a distorted geometry.

The geometry in ORCA input format:
```
! wB97M-V def2-TZVPD RIJCOSX def2/J DEFGRID3
* xyz 1 1
C -1.86 -1.08 0.93
C -0.42 1.53 0.50
C 0.18 -1.39 -0.25
N -1.23 -1.44 -0.09
N 0.56 0.79 0.08
O -2.50 -0.78 1.83
H -1.32 2.03 -0.04
H -0.49 1.55 1.64
H 0.80 -1.98 0.50
H 0.36 -1.80 -1.37
H -1.75 -1.86 -0.89
H 0.77 0.61 -0.91
H 1.28 0.78 0.83
*
```

* gap between HOMO and LUMO (spin up / spin down): 7.13 / 7.13 eV
* E_HOMO (spin up / spin down): -11.724 / -11.719 eV
* M: 87.10 g mol⁻¹


The following is a DFT calculation (ωB97M-V/def2-TZVPD) of a molecular structure, C58H44IN4O5P2STa.

The geometry in ORCA input format:
```
! wB97M-V def2-TZVPD RIJCOSX def2/J DEFGRID3
* xyz 2 1
Ta -0.37 1.08 -1.09
O 5.15 5.22 1.50
C 4.88 4.05 1.30
O 5.54 2.99 1.24
C 3.43 3.68 1.01
C 2.71 2.83 1.84
C 1.61 2.17 1.36
N 1.13 2.33 0.11
C 1.74 3.29 -0.63
C 2.84 3.99 -0.23
C 1.16 3.45 -1.99
O 1.32 4.35 -2.74
O 0.44 2.33 -2.33
H 3.09 2.59 2.82
H 1.14 1.42 1.98
H 3.28 4.73 -0.89
C -3.25 -4.78 -0.91
C -2.25 -4.17 0.07
C -1.94 -5.18 1.20
C -0.94 -3.85 -0.64
C -0.28 -4.83 -1.37
C 0.95 -4.60 -1.97
C 1.56 -3.36 -1.83
C 0.92 -2.36 -1.11
P 1.66 -0.73 -0.87
C 2.70 -0.46 -2.39
C 2.17 0.37 -3.46
C 3.06 0.66 -4.58
C 4.34 0.22 -4.61
C 4.79 -0.60 -3.56
C 3.99 -0.91 -2.45
C 3.00 -0.90 0.34
C 3.24 -2.12 0.98
C 4.32 -2.23 1.84
C 5.16 -1.14 2.05
C 4.94 0.07 1.40
C 3.86 0.18 0.54
C -0.32 -2.61 -0.53
O -0.87 -1.56 0.17
C -2.12 -1.73 0.77
C -2.56 -0.62 1.48
C -3.75 -0.70 2.18
C -4.51 -1.87 2.11
C -4.04 -2.95 1.38
C -2.82 -2.92 0.71
P -1.35 0.74 1.61
C -0.43 0.05 3.04
C 0.67 -0.78 2.84
C 1.28 -1.42 3.91
C 0.78 -1.24 5.20
C -0.32 -0.42 5.40
C -0.93 0.22 4.33
C -2.14 2.22 2.31
C -1.32 3.07 3.06
C -1.80 4.29 3.51
C -3.11 4.67 3.23
C -3.93 3.82 2.50
C -3.45 2.60 2.05
H -2.88 -5.71 -1.33
H -3.47 -4.09 -1.73
H -4.19 -5.02 -0.41
H -1.52 -6.10 0.78
H -2.86 -5.44 1.73
H -1.24 -4.77 1.92
H -0.73 -5.81 -1.47
H 1.44 -5.38 -2.53
H 2.52 -3.19 -2.28
H 0.42 0.85 -4.58
H 2.66 1.28 -5.38
H 5.01 0.46 -5.43
H 5.80 -0.99 -3.60
H 4.42 -1.49 -1.65
H 2.58 -2.96 0.82
H 4.52 -3.17 2.33
H 6.01 -1.24 2.72
H 5.56 0.94 1.56
H 3.71 1.12 0.02
H -4.09 0.12 2.80
H -5.45 -1.94 2.64
H -4.63 -3.86 1.37
H 1.07 -0.92 1.85
H 2.14 -2.05 3.74
H 1.25 -1.73 6.04
H -0.72 -0.28 6.40
H -1.80 0.84 4.52
H -0.31 2.79 3.31
H -1.16 4.94 4.09
H -3.49 5.62 3.58
H -4.95 4.10 2.30
H -4.11 1.95 1.50
S -4.05 -1.26 -2.43
C -4.70 -0.08 -1.38
C -3.75 0.78 -0.93
C -2.43 0.51 -1.44
C -2.48 -0.57 -2.29
C -1.32 -0.96 -3.05
C -1.29 -1.97 -3.93
C -0.11 -2.19 -4.73
C 0.84 -1.26 -4.73
C 0.71 0.01 -3.93
N -0.24 -0.08 -2.81
H -5.75 -0.09 -1.15
H -3.99 1.60 -0.27
H -2.16 -2.59 -4.07
H -0.02 -3.08 -5.33
H 1.72 -1.37 -5.36
H 2.01 1.37 -3.01
I -1.87 7.15 0.18
C -1.95 5.22 -0.52
C -2.73 4.71 -1.54
N -2.45 3.41 -1.64
N -1.53 3.02 -0.73
C -1.22 4.14 -0.06
H -3.46 5.18 -2.18
H -2.86 2.72 -2.26
H -0.49 4.12 0.74
*
```

* gap between HOMO and LUMO: 4.43 eV
* E_HOMO: -12.172 eV
* M: 1278.88 g mol⁻¹


The following is a DFT calculation (ωB97M-V/def2-TZVPD) of 2 unconnected molecules or ions with the total composition C5H6O2.

The geometry in ORCA input format:
```
! wB97M-V def2-TZVPD RIJCOSX def2/J DEFGRID3
* xyz 0 1
C 2.07 -1.33 0.44
C 1.91 -0.58 -0.63
C 1.14 0.04 -1.47
O 0.60 0.65 -2.31
H 1.22 -1.65 1.04
H 3.06 -1.64 0.78
C -1.95 0.73 -0.03
C -0.95 0.06 0.87
O -0.96 -1.11 1.15
H -2.48 1.51 0.54
H -2.67 0.00 -0.41
H -1.44 1.23 -0.86
H -0.16 0.73 1.27
*
```

* gap between HOMO and LUMO: 8.37 eV
* structure (SMILES): C=C=C=O.CC=O
* E_HOMO: -9.050 eV
* M: 98.10 g mol⁻¹